No. 1
A structure of composition C44H59CaN2O8P3Si at a distorted geometry, computed with ωB97M-V/def2-TZVPD.

Kohn-Sham gap   5.35 eV
Energy relative to the best compared isomer or geometry (same formula, charge and spin)   109.4 kJ/mol
Largest force on an atom   2.80 eV/Å
Electronic energy   -4414.64415 a.u.
Net charge   -2

Each line ends with the Mulliken charge.
Atoms and positions in Å:
Ca -1.131 1.260 -0.528  0.862
C -2.785 -0.944 -2.923  -1.185
C -2.075 -1.907 -1.965  3.073
C -2.417 -3.364 -2.276  -1.726
P -2.199 -1.280 -0.192  -0.192
C -3.996 -1.437 0.339  0.875
C -4.936 -2.437 -0.333  -1.579
C -4.074 -1.545 1.866  -1.609
C -1.258 -2.627 0.634  0.367
C -1.828 -3.846 1.008  -0.136
C -1.051 -4.864 1.539  -0.958
C 0.314 -4.671 1.698  -1.064
C 0.882 -3.455 1.345  0.054
C 0.120 -2.407 0.821  -0.251
Si 0.878 -0.672 0.341  -0.074
C 1.152 0.135 2.082  1.222
C 1.200 -0.588 3.274  -0.079
C 1.360 0.033 4.504  -0.901
C 1.446 1.415 4.568  -1.063
C 1.402 2.162 3.400  -0.877
C 1.272 1.539 2.159  0.840
P 1.302 2.380 0.535  1.371
C 3.160 2.330 0.223  2.401
C 3.532 3.285 -0.912  -1.910
C 4.081 2.517 1.425  -1.722
C 0.912 4.218 0.696  0.589
C 1.368 5.122 1.843  -1.919
C -0.607 4.305 0.505  -1.049
C 2.711 -1.251 0.001  0.254
C 3.734 -1.128 0.950  0.158
C 5.052 -1.440 0.655  -0.993
C 5.391 -1.882 -0.615  -1.075
C 4.405 -2.007 -1.582  -0.761
C 3.073 -1.713 -1.289  0.238
P 1.723 -1.831 -2.538  1.212
C 1.956 -3.562 -3.261  0.360
C 3.221 -3.908 -4.044  -1.819
C 1.739 -4.557 -2.119  -1.211
C 2.422 -0.738 -3.886  0.376
C 2.443 0.690 -3.331  -1.065
C 1.506 -0.815 -5.107  -1.615
H -2.462 -1.127 -3.953  0.421
H -2.556 0.092 -2.673  0.141
H -3.870 -1.066 -2.884  0.221
H -0.998 -1.782 -2.126  -2.203
H -3.492 -3.546 -2.262  0.276
H -1.946 -4.044 -1.567  0.398
H -2.050 -3.619 -3.276  0.450
H -4.347 -0.436 0.065  0.064
H -4.639 -3.471 -0.149  0.166
H -4.985 -2.274 -1.409  0.334
H -5.947 -2.305 0.066  0.485
H -4.086 -2.589 2.187  0.339
H -4.983 -1.067 2.240  0.424
H -3.214 -1.072 2.339  0.285
H -2.889 -4.016 0.877  0.055
H -1.508 -5.809 1.815  0.376
H 0.932 -5.466 2.102  0.357
H 1.949 -3.313 1.480  0.398
H 1.082 -1.665 3.243  0.257
H 1.381 -0.553 5.416  0.260
H 1.540 1.915 5.525  0.350
H 1.484 3.236 3.470  0.119
H 3.297 1.305 -0.135  -1.325
H 3.600 4.313 -0.545  0.421
H 2.787 3.245 -1.709  0.369
H 4.502 3.018 -1.342  0.430
H 4.037 3.541 1.806  0.251
H 5.116 2.311 1.133  0.420
H 3.815 1.839 2.234  0.316
H 1.369 4.599 -0.224  0.611
H 0.750 4.975 2.730  0.386
H 1.255 6.169 1.544  0.440
H 2.412 4.964 2.114  0.256
H -1.128 3.869 1.360  0.054
H -0.883 3.751 -0.399  0.032
H -0.951 5.337 0.393  0.635
H 3.483 -0.757 1.939  0.430
H 5.820 -1.334 1.415  0.388
H 6.421 -2.123 -0.857  0.351
H 4.691 -2.338 -2.574  0.402
H 1.104 -3.646 -3.947  0.556
H 4.072 -4.030 -3.372  0.321
H 3.465 -3.148 -4.789  0.325
H 3.078 -4.859 -4.568  0.495
H 2.569 -4.509 -1.410  0.217
H 1.665 -5.583 -2.494  0.513
H 0.827 -4.323 -1.567  -0.022
H 3.440 -1.045 -4.149  0.737
H 1.443 0.969 -2.974  -0.375
H 2.757 1.400 -4.103  0.710
H 3.140 0.765 -2.494  0.070
H 0.498 -0.515 -4.811  0.105
H 1.460 -1.825 -5.523  0.386
H 1.846 -0.134 -5.892  0.501
O -4.364 3.524 -0.670  -0.867
C -3.702 2.620 -0.153  -0.410
O -3.100 1.684 -0.771  -0.596
C -3.648 2.578 1.378  0.835
C -4.572 3.319 2.051  -0.339
C -4.665 3.301 3.455  -1.089
C -3.837 2.457 4.176  -0.041
C -2.909 1.675 3.525  -1.595
C -2.673 1.767 2.086  0.785
O -1.676 1.247 1.526  0.640
N -2.181 0.758 4.354  1.038
O -1.843 -0.311 3.891  -0.470
O -2.041 1.032 5.546  -0.715
N -5.628 4.096 4.127  1.028
O -5.694 4.041 5.354  -0.700
O -6.365 4.822 3.470  -0.681
H -5.251 3.937 1.480  0.669
H -3.938 2.378 5.247  0.650
C -0.699 2.475 -3.390  -1.244
O -0.302 1.922 -2.200  -0.378
H -0.933 1.715 -4.167  0.152
H 0.082 3.128 -3.841  0.251
H -1.610 3.096 -3.300  0.276

***

No. 2
A cluster of 2 separate species, C2H6NO3P in total at a distorted geometry, computed with ωB97M-V/def2-TZVPD.

Kohn-Sham gap   8.40 eV
Energy relative to the best compared isomer or geometry (same formula, charge and spin)   502.9 kJ/mol
Largest force on an atom   3.12 eV/Å
SMILES   C[N+](=O)[O-].CP=O
Electronic energy   -701.50833 a.u.
Net charge   0

Each line ends with the Mulliken charge.
Atoms and positions in Å:
C -1.559 1.047 -0.391  -0.682
C 2.227 -0.459 0.704  -0.856
N -1.758 -0.293 0.134  0.907
O 0.845 -0.428 -1.616  -0.501
O -2.688 -0.965 -0.247  -0.501
O -0.893 -0.720 0.888  -0.562
P 1.123 -1.375 -0.507  0.431
H -0.644 1.060 -1.170  0.265
H -1.376 1.826 0.302  0.290
H -2.546 1.409 -0.731  0.323
H 2.089 -0.877 1.652  0.334
H 3.282 -0.771 0.406  0.332
H 1.898 0.545 0.577  0.220

***

For the records above, the corresponding lowest unoccupied orbital energy values read 0.1522 -0.0230 Ha.